50
Properties=species:S:1:pos:R:3:forces:R:3:nbo_charge:R:1 method="wB97M-V/def2-TZVPD" relative_energy_kj_mol=0.0 total_charge=0 smiles="COCCCn1c(C)nnc1SCC(=O)NNC(=O)COc1ccc(Cl)cc1" lumo_energy_ev=0.6 largest_force_ev_per_a=1.06
C -2.908542 1.443398 -3.333705 0.081 0.109 -0.043 -0.2514
O -3.196137 0.366539 -2.479310 -0.232 -0.308 0.213 -0.5579
C -2.728535 0.576421 -1.164159 0.083 0.047 0.212 -0.0861
C -3.003821 -0.671987 -0.332094 0.134 0.148 -0.478 -0.4194
C -2.320168 -1.912179 -0.914673 -0.674 0.123 0.171 -0.2173
N -0.887204 -1.869798 -0.796812 0.869 0.129 -0.189 -0.3711
C -0.108852 -2.143724 0.299314 -0.002 -0.029 -0.058 0.3503
C -0.640416 -2.579547 1.607050 -0.099 0.049 -0.026 -0.6604
N 1.147965 -1.989057 0.003116 0.119 -0.298 1.015 -0.2882
N 1.234251 -1.612909 -1.286638 -0.383 -0.173 -0.817 -0.3807
C 0.013773 -1.530421 -1.757553 0.275 -0.214 0.059 0.2071
S -0.449418 -1.101498 -3.377004 -0.073 0.153 -0.445 0.3040
C 1.122760 -0.408801 -4.001026 -0.328 -0.187 0.400 -0.6120
C 1.415310 0.873566 -3.246558 0.195 0.170 -0.085 0.6624
O 0.972733 1.956274 -3.552161 -0.174 0.122 -0.145 -0.6054
N 2.266317 0.668228 -2.193840 0.368 0.132 0.491 -0.4935
N 2.342585 1.665359 -1.218075 0.224 -0.243 -0.560 -0.4600
C 1.275870 1.850284 -0.395621 0.006 0.067 0.054 0.6567
O 0.323125 1.106558 -0.385797 -0.067 0.167 0.071 -0.6152
C 1.431227 3.022617 0.574375 -0.094 -0.029 -0.005 -0.1658
O 0.520402 2.935133 1.637397 -0.062 0.010 -0.038 -0.4752
C 0.535348 1.817085 2.419494 -0.049 -0.235 0.357 0.3140
C -0.524473 1.698575 3.319423 0.163 0.129 -0.230 -0.2455
C -0.604442 0.619986 4.174998 0.079 -0.072 -0.039 -0.2177
C 0.379663 -0.356290 4.133227 0.091 0.137 -0.118 -0.0944
Cl 0.275895 -1.722384 5.192625 -0.018 -0.193 0.128 -0.0063
C 1.437779 -0.251906 3.248928 -0.150 -0.023 0.171 -0.1466
C 1.519956 0.834987 2.396674 -0.061 0.316 -0.118 -0.2998
H -3.265487 1.159501 -4.321431 0.010 0.095 -0.049 0.1893
H -3.421431 2.356397 -3.005795 -0.013 -0.020 -0.027 0.1628
H -1.831696 1.644591 -3.377379 -0.011 -0.012 -0.012 0.1866
H -1.654199 0.798677 -1.170778 -0.161 0.000 -0.027 0.2103
H -3.244865 1.438207 -0.712655 0.058 -0.058 -0.032 0.1690
H -2.661492 -0.491852 0.687426 -0.041 -0.026 0.068 0.2148
H -4.077973 -0.860137 -0.319205 -0.052 -0.007 0.092 0.2163
H -2.571220 -1.981738 -1.975967 -0.018 -0.134 0.138 0.2345
H -2.678535 -2.808772 -0.399755 0.041 0.047 -0.170 0.2122
H -1.159980 -1.759149 2.099860 -0.058 0.010 0.120 0.2329
H 0.186850 -2.895810 2.234066 0.015 -0.020 0.044 0.2534
H -1.336723 -3.407667 1.480835 -0.044 -0.073 0.081 0.2219
H 0.932693 -0.195571 -5.051618 0.049 0.011 0.086 0.2604
H 1.906061 -1.153224 -3.879234 0.061 0.026 -0.091 0.2473
H 2.231833 -0.293106 -1.789542 0.060 0.426 -0.185 0.4403
H 3.012055 2.402712 -1.390020 -0.121 -0.125 0.068 0.3989
H 2.468392 3.086085 0.931962 -0.105 -0.005 -0.050 0.1912
H 1.175510 3.950177 0.052833 0.123 -0.120 0.026 0.2283
H -1.279181 2.468426 3.327997 -0.102 0.097 0.004 0.2285
H -1.426571 0.532080 4.867904 -0.061 -0.019 0.069 0.2288
H 2.196283 -1.017010 3.213167 0.061 -0.100 0.001 0.2254
H 2.351545 0.885240 1.712506 0.087 0.002 -0.100 0.2223